C17H14Co2NO6 as an isolated structure in a non-equilibrium geometry, computed with ωB97M-V/def2-TZVPD.

Structure (ORCA input):
```
! wB97M-V def2-TZVPD RIJCOSX def2/J DEFGRID3
* xyz -1 1
O 0.085 4.499 1.486
C 0.352 3.403 1.242
Co 0.839 1.751 0.830
C -0.140 1.336 -0.584
O -0.779 1.158 -1.531
C 2.378 2.311 0.117
O 3.368 2.736 -0.305
C 1.059 0.443 2.088
C -0.216 0.916 2.042
C -1.497 0.994 2.478
C -2.576 0.462 1.671
C -3.903 0.963 1.736
C -4.905 0.406 0.949
C -4.625 -0.682 0.114
C -3.325 -1.180 0.024
C -2.306 -0.570 0.744
Co 1.864 -0.851 0.765
C 3.553 -0.508 0.447
O 4.671 -0.300 0.216
C 1.096 -1.516 -0.664
O 0.597 -2.002 -1.590
C 1.661 -2.128 1.923
O 1.429 -2.920 2.739
H 1.688 0.437 2.992
H -1.717 1.665 3.318
H -4.120 1.793 2.416
H -5.919 0.809 0.993
H -5.413 -1.128 -0.490
H -3.088 -2.031 -0.617
H -1.273 -0.910 0.632
C -2.166 -2.416 3.985
N -1.980 -1.036 4.309
C -2.988 -0.359 5.055
H -1.274 -2.804 3.477
H -2.359 -3.026 4.886
H -3.029 -2.513 3.308
H -1.023 -0.731 4.443
H -2.725 0.700 5.139
H -3.947 -0.446 4.522
H -3.111 -0.782 6.064
*
```

Summary:
- Kohn-Sham gap: 5.175 eV
- Energy relative to the best compared isomer or geometry (same formula, charge and spin): 32.82 kcal per mole


A 2-piece molecular cluster, C17H14F2N2 overall in a non-equilibrium geometry, computed with ωB97M-V/def2-TZVPD.

Structure (ORCA input):
```
! wB97M-V def2-TZVPD RIJCOSX def2/J DEFGRID3
* xyz 0 1
F -3.383 2.802 3.162
C -3.119 1.467 2.954
C -4.189 0.577 2.985
C -3.900 -0.784 2.799
C -2.597 -1.216 2.621
C -1.492 -0.307 2.661
C -0.199 -0.894 2.624
C 1.088 -0.299 2.649
C 2.211 -1.175 2.515
C 3.511 -0.747 2.720
C 3.783 0.608 2.974
C 2.700 1.481 3.004
F 2.956 2.813 3.246
C 1.380 1.089 2.837
C -1.800 1.087 2.749
H -5.202 0.936 3.145
H -4.716 -1.505 2.804
H -2.385 -2.273 2.448
H -0.193 -1.981 2.707
H 1.995 -2.205 2.230
H 4.331 -1.464 2.689
H 4.794 0.969 3.142
H 0.598 1.834 2.892
H -1.034 1.848 2.678
C 1.265 -5.153 2.036
C 0.674 -4.346 0.966
N 0.488 -4.820 -0.295
C -0.097 -3.806 -1.002
C -0.259 -2.705 -0.127
N 0.238 -3.047 1.093
H 1.398 -4.554 2.942
H 0.616 -6.008 2.260
H 2.236 -5.546 1.710
H -0.376 -3.857 -2.047
H -0.714 -1.754 -0.371
*
```

Summary:
- Kohn-Sham gap: 3.430 eV
- Energy relative to the best compared isomer or geometry (same formula, charge and spin): 24.95 kcal per mole


C17H14N3O3Ru as an isolated structure, computed with ωB97M-V/def2-TZVPD.

Structure (ORCA input):
```
! wB97M-V def2-TZVPD RIJCOSX def2/J DEFGRID3
* xyz 1 5
Ru -0.021 -0.068 -0.013
O 1.418 0.583 -1.133
C 2.079 -0.013 -2.113
C 2.897 0.778 -2.925
C 3.632 0.197 -3.930
C 3.587 -1.187 -4.174
C 2.789 -1.969 -3.391
C 2.021 -1.401 -2.344
C 1.229 -2.274 -1.560
N 0.479 -1.959 -0.549
C -0.333 -3.041 0.057
C -1.058 -2.537 1.303
N -1.154 -1.063 1.308
C -1.958 -0.481 2.117
C -1.935 0.941 2.413
C -3.020 1.490 3.071
C -2.990 2.804 3.521
C -1.823 3.592 3.384
C -0.710 3.076 2.800
C -0.726 1.748 2.244
O 0.303 1.325 1.656
H 2.930 1.842 -2.736
H 4.261 0.826 -4.548
H 4.177 -1.622 -4.969
H 2.735 -3.039 -3.557
H 1.253 -3.329 -1.835
H 0.322 -3.864 0.339
H -1.036 -3.410 -0.689
H -0.505 -2.817 2.199
H -2.057 -2.967 1.377
H -2.678 -1.092 2.660
H -3.900 0.882 3.238
H -3.861 3.222 4.008
H -1.818 4.607 3.757
H 0.201 3.646 2.681
O -1.686 3.226 -1.785
C -1.566 2.203 -1.235
N -1.478 1.147 -0.650
*
```

Summary:
- Kohn-Sham gap (alpha / beta): 7.311 / 5.197 eV